# 1
The following is a quantum chemistry calculation of a cluster of 2 separate species, CN2O3S in total at a distorted geometry, from the Open Molecules 2025 dataset.

**M**: 120.09 Da
**Relative energy (zero: lowest compared OMol25 entry of this formula, charge and spin)**: 41.50 kcal per mole
**Calculated total energy**: -771.31992 a.u.
**HOMO-LUMO gap (alpha / beta)**: 0.3304 / 0.2781 Eh
**HOMO energy (alpha / beta)**: -10.9 / -9.7 eV

Each line ends with the Löwdin charge.
Element x y z (Å)
S  1.3987  0.0875  0.0090  0.92
O  -1.8880  -2.2262  1.0628  0.15
O  1.8646  1.1304  0.8970  -0.50
O  -0.9552  -0.2620  0.7706  -0.05
N  -1.7909  -1.0814  1.1174  -0.17
N  0.5099  1.4479  -2.3829  0.11
C  0.8610  0.9037  -1.4738  -0.47

---

# 2
The following is a quantum chemistry calculation of an isolated molecule of CN2O3S at a distorted geometry, from the Open Molecules 2025 dataset.

**Spin multiplicity**: 3
**M**: 120.09 Da
**Expectation value of S²**: 2.023
**Relative energy (zero: lowest compared OMol25 entry of this formula, charge and spin)**: 96.90 kcal per mole
**Calculated total energy**: -771.21178 a.u.
**HOMO-LUMO gap (alpha / beta)**: 0.2703 / 0.2994 Eh
**HOMO energy (alpha / beta)**: -7.4 / -12.5 eV

Each line ends with the Löwdin charge.
Element x y z (Å)
S  -0.2556  -0.6374  -1.4089  1.01
O  1.6666  -0.0417  0.6745  0.12
O  1.1311  2.0181  0.8624  0.17
O  0.0407  0.8045  -0.6136  -0.42
N  -2.2725  -1.7625  0.3411  0.11
N  1.0902  0.9378  0.4246  -0.46
C  -1.4005  -1.3187  -0.2800  -0.53

---

# 3
The following is a quantum chemistry calculation of a cluster of 2 separate species, CN2O3S in total at a distorted geometry, from the Open Molecules 2025 dataset.

**Spin multiplicity**: 3
**M**: 120.09 Da
**Expectation value of S²**: 2.009
**Relative energy (zero: lowest compared OMol25 entry of this formula, charge and spin)**: 35.77 kcal per mole
**Calculated total energy**: -771.30920 a.u.
**HOMO-LUMO gap (alpha / beta)**: 0.3436 / 0.3411 Eh
**HOMO energy (alpha / beta)**: -9.4 / -12.0 eV

Each line ends with the Löwdin charge.
Element x y z (Å)
S  1.2992  -0.6262  -0.2545  0.92
O  1.5885  -0.1346  -1.5977  -0.49
O  0.0802  2.3217  0.8107  0.16
O  -1.1611  0.5751  1.2436  0.11
N  -1.2162  -2.0072  -0.6381  0.12
N  -0.2697  1.2255  0.8548  -0.33
C  -0.3209  -1.3543  -0.4188  -0.49

---

# 4
The following is a quantum chemistry calculation of a cluster of 2 separate species, CN2OS in total at a distorted geometry, from the Open Molecules 2025 dataset.

**M**: 88.09 Da
**Relative energy (zero: lowest compared OMol25 entry of this formula, charge and spin)**: 0.76 kcal per mole
**Calculated total energy**: -621.00945 a.u.
**HOMO-LUMO gap**: 0.3795 Eh
**HOMO energy**: -10.1 eV

Each line ends with the Löwdin charge.
Element x y z (Å)
S  2.5834  0.5530  0.4144  0.63
O  -2.0251  0.8028  0.1995  -0.01
N  1.3911  -0.3933  0.1617  -0.78
N  0.5487  -1.1025  -0.1873  0.17
C  -2.4981  0.1400  -0.5883  -0.02

---

# 5
The following is a quantum chemistry calculation of a cluster of 3 separate species, CN3O4 in total at a distorted geometry, from the Open Molecules 2025 dataset.

**Net charge**: +1
**M**: 118.03 Da
**Relative energy (zero: lowest compared OMol25 entry of this formula, charge and spin)**: 2.03 kcal per mole
**Calculated total energy**: -502.94514 a.u.
**HOMO-LUMO gap**: 0.3286 Eh
**HOMO energy**: -16.7 eV

Each line ends with the Löwdin charge.
Element x y z (Å)
O  -2.5098  0.2687  -0.2438  0.49
O  -0.2954  -1.3864  -0.0076  0.13
O  -3.0800  -1.6618  0.5583  0.50
O  1.3343  -2.9539  -0.5452  0.30
N  -2.7731  -0.6659  0.2620  -0.08
N  3.5367  4.1690  -0.2618  0.01
N  3.0897  3.8391  0.6763  -0.01
C  0.5287  -2.2227  -0.2286  -0.35

---

# 6
The following is a quantum chemistry calculation of a cluster of 2 separate species, CN4S in total at a distorted geometry, from the Open Molecules 2025 dataset.

**Net charge**: -2
**M**: 100.11 Da
**Relative energy (zero: lowest compared OMol25 entry of this formula, charge and spin)**: 6.86 kcal per mole
**Calculated total energy**: -655.25562 a.u.
**HOMO-LUMO gap**: 0.1970 Eh
**HOMO energy**: 0.7 eV

Each line ends with the Löwdin charge.
Element x y z (Å)
S  2.3295  1.1438  -0.0347  0.19
N  -2.9925  0.9161  0.3305  -0.18
N  -1.2022  -0.3221  -0.4730  -0.05
N  -2.0924  0.2984  -0.0750  -0.70
N  1.9737  -1.5967  0.1856  -0.07
C  1.9840  -0.4396  0.0666  -1.18

---

# 7
The following is a quantum chemistry calculation of a cluster of 2 separate species, CNO3 in total at a distorted geometry, from the Open Molecules 2025 dataset.

**Net charge**: -1
**M**: 74.02 Da
**Relative energy (zero: lowest compared OMol25 entry of this formula, charge and spin)**: 7.51 kcal per mole
**Calculated total energy**: -318.55854 a.u.
**HOMO-LUMO gap (alpha / beta)**: 0.2569 / 0.2567 Eh
**HOMO energy (alpha / beta)**: -2.5 / -2.5 eV

Each line ends with the Löwdin charge.
Element x y z (Å)
O  1.9303  0.0007  -0.5101  -0.21
O  -1.5153  -0.4457  0.8982  -0.07
O  -0.7625  0.6955  -0.9484  -0.01
N  1.2162  -0.2493  0.4617  -0.08
C  -0.7409  0.0466  0.0538  -0.62

---

# 8
The following is a quantum chemistry calculation of a structure of composition CNO4PmS2 at a distorted geometry, from the Open Molecules 2025 dataset.

**Spin multiplicity**: 5
**M**: 299.15 Da
**Expectation value of S²**: 6.012
**Calculated total energy**: -1798.54730 a.u.
**HOMO-LUMO gap (alpha / beta)**: 0.2232 / 0.2256 Eh
**HOMO energy (alpha / beta)**: -7.7 / -7.7 eV

Each line ends with the Löwdin charge.
Element x y z (Å)
Pm  -0.4236  -0.5524  -0.6054  1.42
S  1.6389  -2.0154  -1.1125  0.20
S  1.9753  0.7227  -1.8498  0.58
O  1.7373  1.6519  -3.0284  -0.53
O  -2.9442  -0.6662  -0.1218  0.04
O  0.9188  1.1872  -0.6926  -0.76
O  -4.9869  0.1328  0.6178  0.29
N  1.2597  -0.7140  -2.3242  -0.89
C  -3.9500  -0.2257  0.2807  -0.35

---

# 9
The following is a quantum chemistry calculation of a cluster of 2 separate species, CNO5S in total at a distorted geometry, from the Open Molecules 2025 dataset.

**Spin multiplicity**: 3
**Net charge**: -1
**M**: 138.08 Da
**Expectation value of S²**: 2.007
**Calculated total energy**: -867.08656 a.u.
**HOMO-LUMO gap (alpha / beta)**: 0.1991 / 0.2457 Eh
**HOMO energy (alpha / beta)**: -1.8 / -3.9 eV

Each line ends with the Löwdin charge.
Element x y z (Å)
S  -1.0168  0.9456  -1.1299  0.47
O  -0.2487  -1.6317  1.2938  0.00
O  -0.7888  -2.7775  -0.5450  -0.02
O  -1.0558  -0.7103  -0.5943  -0.60
O  0.8208  2.7982  0.9175  0.16
O  1.7650  1.1382  -0.3137  0.12
N  -0.6801  -1.7318  0.1335  -0.51
C  1.2043  1.9692  0.2381  -0.63

---

# 10
The following is a quantum chemistry calculation of a structure of composition CNa10O3 at a distorted geometry, from the Open Molecules 2025 dataset.

**Net charge**: +8
**M**: 289.91 Da
**Relative energy (zero: lowest compared OMol25 entry of this formula, charge and spin)**: 167.76 kcal per mole
**Calculated total energy**: -1882.95145 a.u.
**HOMO-LUMO gap**: 0.2046 Eh
**HOMO energy**: -27.5 eV

Each line ends with the Löwdin charge.
Element x y z (Å)
Na  0.3276  -17.6565  -2.9545  0.97
Na  -1.3760  -13.6359  4.4806  0.97
Na  6.7343  -17.2166  2.4593  0.99
Na  2.9206  -20.0199  0.2140  0.94
Na  2.2908  -11.2053  3.3432  0.99
Na  3.2916  -15.0928  5.7374  0.96
Na  -1.9380  -19.8451  0.6300  0.97
Na  2.4058  -13.9826  -0.9276  0.95
Na  -2.1299  -14.9737  0.2838  0.94
Na  0.8244  -19.4234  4.9494  0.96
O  1.3277  -15.3444  2.2325  -0.13
O  0.9009  -17.0610  1.0246  -0.17
O  2.3305  -17.1332  2.6601  -0.12
C  1.5305  -16.5075  1.9474  -1.22